{
  "formula": "C45H56BIN3O6PS",
  "method": "wB97M-V/def2-TZVPD",
  "smiles": "COB(O)[C@@H](O[C@@H](CCCS)CP(=O)(O)O)[C@](CCCI)(Nc1ccccn1)c1ccccn1.c1ccccc1.c1ccccc1.c1ccccc1.c1ccccc1",
  "molar_mass_da": 935.71,
  "charge": 0,
  "gap_ha": 0.319,
  "e_lumo_ev": 0.1,
  "species": ["C", "O", "B", "O", "C", "O", "C", "C", "C", "C", "S", "C", "P", "O", "O", "O", "C", "C", "C", "C", "I", "N", "C", "C", "C", "C", "C", "N", "C", "C", "C", "C", "C", "N", "H", "H", "H", "H", "H", "H", "H", "H", "H", "H", "H", "H", "H", "H", "H", "H", "H", "H", "H", "H", "H", "H", "H", "H", "H", "H", "H", "H", "H", "H", "H", "H", "C", "C", "C", "C", "C", "C", "H", "H", "H", "H", "H", "H", "C", "C", "C", "C", "C", "C", "H", "H", "H", "H", "H", "H", "C", "C", "C", "C", "C", "C", "H", "H", "H", "H", "H", "H", "C", "C", "C", "C", "C", "C", "H", "H", "H", "H", "H", "H"],
  "coordinates": [[-1.540, 5.584, 4.025], [-2.499, 5.895, 2.960], [-1.779, 5.984, 1.684], [-1.268, 7.279, 1.337], [-1.693, 4.617, 0.801], [-2.440, 4.601, -0.426], [-3.855, 4.744, -0.269], [-4.697, 4.456, -1.645], [-4.028, 3.385, -2.620], [-3.996, 3.875, -4.177], [-3.273, 5.568, -4.415], [-4.544, 3.827, 0.858], [-4.634, 1.990, 0.470], [-5.865, 1.617, -0.399], [-4.826, 1.061, 1.919], [-3.265, 1.356, -0.309], [-0.125, 4.323, 0.379], [0.014, 2.725, 0.373], [0.177, 2.033, 1.809], [-0.969, 0.872, 1.884], [-0.792, -0.041, 3.856], [0.767, 5.048, 1.314], [2.209, 4.980, 0.887], [2.719, 6.206, 0.157], [4.182, 6.256, -0.320], [4.940, 4.979, 0.098], [4.213, 3.895, 0.868], [2.859, 3.783, 1.291], [-0.018, 4.893, -1.142], [0.130, 4.005, -2.387], [0.259, 4.507, -3.860], [0.184, 6.078, -3.946], [-0.008, 6.800, -2.602], [-0.093, 6.305, -1.281], [-0.469, 5.940, 3.761], [-1.475, 4.435, 4.068], [-1.904, 6.057, 4.994], [-1.843, 7.747, 0.691], [-1.935, 3.745, 1.529], [-4.156, 5.835, -0.007], [-5.719, 4.033, -1.306], [-4.935, 5.470, -2.123], [-4.730, 2.464, -2.631], [-3.006, 2.991, -2.311], [-3.458, 3.069, -4.778], [-5.090, 3.936, -4.545], [-2.874, 5.973, -3.128], [-4.080, 3.929, 1.906], [-5.637, 4.186, 0.976], [-4.906, 1.671, 2.686], [-3.150, 0.397, -0.078], [-0.862, 2.309, -0.235], [0.964, 2.466, -0.235], [-0.013, 2.722, 2.704], [1.186, 1.485, 1.873], [-1.966, 1.449, 1.879], [-0.878, 0.136, 1.012], [0.785, 4.647, 2.262], [2.026, 7.089, -0.042], [4.671, 7.120, -0.868], [6.041, 4.854, -0.170], [4.862, 2.990, 1.175], [0.155, 2.860, -2.268], [0.365, 3.829, -4.763], [0.259, 6.610, -4.959], [-0.098, 7.948, -2.693], [0.798, -4.458, 1.700], [-0.051, -3.465, 2.179], [-1.318, -3.304, 1.625], [-1.734, -4.134, 0.588], [-0.881, -5.121, 0.102], [0.383, -5.285, 0.659], [1.782, -4.588, 2.137], [0.274, -2.816, 2.986], [-1.981, -2.532, 2.001], [-2.722, -4.011, 0.157], [-1.203, -5.765, -0.710], [1.047, -6.056, 0.282], [4.578, -7.881, -2.176], [3.968, -6.954, -1.336], [4.158, -7.030, 0.040], [4.953, -8.037, 0.578], [5.555, -8.970, -0.261], [5.369, -8.891, -1.638], [4.436, -7.817, -3.249], [3.346, -6.170, -1.755], [3.685, -6.305, 0.694], [5.103, -8.095, 1.651], [6.171, -9.759, 0.159], [5.841, -9.618, -2.291], [-0.909, -1.050, -5.283], [-1.507, -0.120, -4.439], [-1.291, -0.184, -3.066], [-0.479, -1.182, -2.536], [0.113, -2.118, -3.378], [-0.101, -2.052, -4.752], [-1.072, -0.996, -6.354], [-2.143, 0.657, -4.852], [-1.756, 0.545, -2.409], [-0.308, -1.231, -1.465], [0.741, -2.900, -2.964], [0.362, -2.780, -5.409], [1.863, -8.335, 4.409], [2.249, -8.761, 3.142], [3.066, -9.879, 3.002], [3.502, -10.568, 4.130], [3.123, -10.137, 5.398], [2.303, -9.021, 5.538], [1.221, -7.468, 4.518], [1.912, -8.222, 2.262], [3.364, -10.213, 2.014], [4.136, -11.441, 4.021], [3.467, -10.670, 6.278], [2.006, -8.686, 6.526]],
  "atomic_forces_ev_per_a": [[0.4687, -0.6519, -0.3503], [2.2597, -0.1050, -1.0669], [-0.7192, 1.9044, 0.8416], [-1.7825, -1.6309, 0.0397], [1.8183, -0.3855, 0.7333], [-1.3434, -0.4433, 0.8773], [-2.0265, 0.2640, -0.2630], [0.0688, -0.0447, 0.6890], [-0.9505, -0.4987, -1.2439], [-1.0252, -0.7653, 1.3712], [0.2193, -0.0471, 0.6934], [0.5415, 0.1437, 1.0941], [-3.8326, -3.4141, -2.1640], [3.3396, 1.5365, 2.2418], [1.1123, 2.5343, -1.4669], [-1.2047, 0.4213, 2.0423], [-1.8704, -0.5947, -1.2723], [1.3878, 0.2152, -0.7204], [-0.9856, -1.5121, -0.7337], [0.2869, 2.1132, -0.2953], [-0.2261, 0.1083, -0.7320], [1.8669, -0.3385, -0.9098], [-0.1905, 0.6785, -0.1112], [2.6545, -1.5366, -0.1141], [-2.0355, -4.0584, 2.7901], [-2.9241, 1.0558, 0.3154], [0.8823, 0.2332, -0.4228], [2.6762, 5.0329, -3.0574], [0.7037, 0.8626, -2.8693], [0.1440, 1.0837, -1.0599], [-0.7135, 3.9283, 4.3429], [-0.0943, -3.2079, 3.0383], [0.2667, -0.8326, -1.3875], [0.4040, -2.7058, -3.4060], [-1.7263, -0.1913, 0.5741], [-0.1176, 1.5808, 0.4736], [0.5808, -0.7836, -1.3082], [0.8314, -0.5097, 0.4124], [-0.0770, 1.1212, -1.3268], [0.7969, -1.5703, -0.0167], [1.6810, 0.6806, -0.5698], [0.6572, -1.5766, 0.3678], [1.2193, 1.3912, 0.1201], [-1.2418, 0.9724, -0.2430], [-0.5236, 1.3452, 0.6734], [1.8198, -0.1078, 0.5214], [-0.4281, -0.9408, -1.1849], [-0.4396, 0.0795, -1.5706], [1.6819, -0.8993, -0.3886], [0.1179, -0.6005, -0.4958], [-0.3454, 1.1284, -0.1730], [0.9988, 0.5203, 1.0438], [-1.4648, 0.3741, 0.9811], [0.5262, -0.9054, -1.3031], [-1.4494, 1.3136, 0.1520], [1.4280, -1.4212, -0.0491], [-0.1728, 0.8773, 1.5489], [-0.3951, -0.2019, -0.7157], [0.8921, -1.6571, 0.4720], [-0.8705, -1.3062, 0.8369], [-1.7957, 0.0366, 0.5528], [-1.1403, 1.5926, -0.5921], [-0.0333, 2.0321, -0.0585], [-0.1599, 0.9396, 1.5104], [-0.2048, -0.7149, 1.9427], [0.1828, -2.0056, 0.3361], [-0.1001, -0.0179, -0.0947], [0.0368, -0.0422, 0.0000], [0.0571, -0.0554, -0.0914], [0.1000, 0.0184, 0.0193], [0.0161, 0.0292, 0.0298], [-0.0282, 0.0710, 0.0449], [-0.0642, 0.0172, -0.0236], [-0.0576, -0.0856, -0.1034], [0.0518, -0.0591, 0.0230], [0.0724, -0.0132, 0.0242], [0.0238, 0.0522, 0.0774], [-0.0513, 0.0363, 0.0168], [0.0137, -0.0317, 0.0957], [0.0306, -0.0443, 0.0242], [0.0191, -0.0719, -0.0613], [0.0121, 0.0119, -0.0535], [-0.0444, 0.0572, -0.0433], [-0.0569, 0.0736, 0.0431], [0.0032, -0.0095, 0.0851], [0.0592, -0.0526, 0.0332], [0.0455, -0.0418, -0.0388], [-0.0286, 0.0009, -0.0800], [-0.0445, 0.0764, -0.0326], [-0.0358, 0.0607, 0.0531], [0.0181, -0.0147, 0.0987], [0.0559, -0.0287, 0.0077], [0.0653, -0.0406, 0.0067], [-0.0451, 0.0432, -0.1021], [-0.0156, 0.0203, -0.0259], [-0.0513, 0.0862, 0.0617], [0.0008, -0.0109, 0.0848], [0.0471, -0.0606, 0.0398], [-0.0020, -0.0214, -0.0553], [0.0005, -0.0383, -0.0571], [-0.0595, 0.0722, -0.0212], [-0.0349, 0.0600, 0.0560], [0.0714, -0.0621, 0.0062], [0.0149, -0.0235, 0.0557], [-0.0171, -0.0157, 0.0850], [-0.0575, 0.1012, 0.0027], [-0.0290, 0.0397, -0.0453], [0.0281, -0.0285, -0.0947], [0.0481, -0.0604, -0.0174], [0.0196, -0.0511, 0.0585], [-0.0333, 0.0414, 0.0692], [-0.0452, 0.0640, 0.0093], [-0.0357, 0.0437, -0.0780], [0.0223, -0.0310, -0.0795]],
  "mulliken_charge": [-0.559, -0.615, 1.284, -0.551, 0.157, -0.088, 0.283, -1.171, 0.115, -0.570, -0.214, -0.808, 0.997, -0.754, -0.543, -0.339, 1.447, -1.069, -0.981, -0.246, -0.046, -0.148, -0.074, -0.099, -0.601, -0.336, -0.306, -0.291, -0.461, -0.323, -0.484, -0.496, -0.380, -0.163, 0.224, 0.120, 0.279, 0.276, -0.820, 0.158, 0.383, 0.576, 0.365, -0.228, 0.175, 0.410, 0.076, 0.374, 0.566, 0.321, 0.263, 0.152, 0.682, 0.348, 0.386, 0.162, 0.173, 0.514, 0.373, 0.355, 0.297, 0.294, 0.215, 0.393, 0.334, 0.268, -0.369, -0.422, -0.206, -0.413, -0.627, -0.174, 0.407, 0.191, 0.429, 0.406, 0.384, 0.361, -0.396, -0.436, -0.357, -0.529, -0.424, -0.371, 0.365, 0.443, 0.493, 0.482, 0.371, 0.361, -0.420, -0.495, 0.112, -0.673, -0.544, -0.492, 0.385, 0.378, 0.373, 0.471, 0.541, 0.355, -0.498, -0.269, -0.538, -0.338, -0.421, -0.353, 0.404, 0.499, 0.443, 0.364, 0.356, 0.360]
}